The molecule C19H23FN6O8 in a non-equilibrium geometry. Source: the Open Molecules 2025 dataset; level of theory: ωB97M-V/def2-TZVPD.

Cartesian coordinates (Å):
N1 -3.532 -1.873 2.027
C1 -3.186 -0.989 1.073
O1 -2.789 0.128 1.323
C2 -3.339 -1.498 -0.377
C3 -2.471 -2.728 -0.655
C4 -0.974 -2.416 -0.539
C5 -0.158 -3.662 -0.181
C6 1.348 -3.422 -0.291
N2 1.718 -2.274 0.503
C7 2.699 -1.399 0.247
C8 3.891 -1.749 -0.433
F1 4.028 -3.012 -0.898
C9 4.935 -0.883 -0.602
C10 4.821 0.416 -0.098
N3 5.900 1.331 -0.252
O2 6.905 0.940 -0.815
O3 5.753 2.460 0.182
C11 3.651 0.826 0.528
C12 2.593 -0.047 0.692
C13 1.277 0.416 1.212
O4 0.490 -0.323 1.793
N4 0.992 1.715 0.971
C14 -0.373 2.183 1.012
C15 -0.413 3.688 1.309
C16 -0.047 4.485 0.075
O5 -0.795 5.195 -0.535
O6 1.229 4.294 -0.282
C17 -1.046 1.809 -0.324
O7 -0.481 1.074 -1.118
N5 -2.250 2.354 -0.544
C18 -3.070 1.963 -1.676
C19 -3.819 0.678 -1.296
O8 -5.000 0.651 -1.033
N6 -3.004 -0.404 -1.261
H1 -3.961 -2.754 1.810
H2 -3.489 -1.582 2.990
H3 -4.400 -1.731 -0.533
H4 -2.733 -3.509 0.061
H5 -2.700 -3.104 -1.653
H6 -0.838 -1.656 0.232
H7 -0.605 -2.005 -1.480
H8 -0.421 -4.480 -0.854
H9 -0.401 -3.972 0.837
H10 1.891 -4.312 0.051
H11 1.616 -3.249 -1.338
H12 0.993 -1.894 1.112
H13 5.840 -1.196 -1.099
H14 3.604 1.841 0.895
H15 1.598 2.236 0.353
H16 -0.893 1.615 1.794
H17 -1.404 3.995 1.639
H18 0.310 3.904 2.098
H19 1.448 4.805 -1.078
H20 -2.736 2.792 0.222
H21 -3.777 2.762 -1.897
H22 -2.415 1.787 -2.532
H23 -2.012 -0.222 -1.366

Its spin multiplicity is 1. As for the frontier orbital gap: 8.0 eV. For the relative energy (zero: lowest compared OMol25 entry of this formula, charge and spin), the calculation gives 0.0 kJ/mol. As for the HOMO energy: -8.4 eV. Its maximum force is 1.428 eV/Å. As for the structure (SMILES): NC(=O)[C@@H]1CCCCNc2c(F)cc([N+](=O)[O-])cc2C(=O)N[C@@H](CC(=O)O)C(=O)NCC(=O)N1.